2 unconnected molecules or ions with the total composition C11H27BFN3O2 at a distorted geometry, computed with ωB97M-V/def2-TZVPD.

Summary:
strongest force on any atom = 1.47 eV/Å
HOMO energy = -5.6 eV
energy = -874.757559 hartree
LUMO = -0.34 eV

```
45
C11H27BFN3O2 (ωB97M-V/def2-TZVPD)
N 0.960 2.890 0.992
B 1.051 2.497 2.299
O 0.817 3.280 3.409
N 1.418 1.010 2.540
C 2.401 0.424 1.546
C 3.514 1.345 1.180
F 4.142 1.794 2.332
H 0.068 3.331 0.817
H 1.120 2.107 0.341
H -0.095 3.181 3.689
H 1.736 0.862 3.494
H 0.554 0.478 2.438
H 2.847 -0.436 2.030
H 1.890 0.051 0.663
H 4.232 0.755 0.624
H 3.232 2.167 0.541
C -2.078 0.583 -2.586
C -1.604 0.280 -1.153
C -2.610 -0.690 -0.524
C -2.534 -2.118 -1.070
C -1.121 -2.499 -1.543
C -0.003 -1.674 -0.903
N -0.233 -0.273 -1.201
O 0.763 0.571 -0.615
C 1.306 -2.079 -1.574
C 0.094 -2.040 0.591
C -1.612 1.568 -0.386
H -1.396 1.288 -3.062
H -3.084 1.021 -2.597
H -2.100 -0.322 -3.194
H -2.455 -0.720 0.560
H -3.622 -0.298 -0.657
H -2.859 -2.811 -0.290
H -3.243 -2.246 -1.891
H -0.955 -3.562 -1.351
H -1.054 -2.384 -2.627
H 1.294 -1.792 -2.625
H 1.450 -3.163 -1.515
H 2.160 -1.598 -1.098
H 0.286 -3.109 0.713
H -0.821 -1.808 1.142
H 0.917 -1.509 1.060
H -2.600 2.029 -0.292
H -0.943 2.284 -0.859
H -1.233 1.337 0.614
```

Results of the natural (NBO) charge analysis, in e, for atoms 1 through 4: -1.093 1.134 -0.899 -0.762

***

A molecular structure, C24H25IrN2O4S3, computed with ωB97M-V/def2-TZVPD.

Summary:
strongest force on any atom = 0.74 eV/Å
HOMO energy (spin up / spin down) = -16.3 / -16.3 eV
energy = -2637.776767 hartree
spin multiplicity = 6
total charge = +3
LUMO (spin up / spin down) = -9.20 / -11.94 eV

```
59
C24H25IrN2O4S3 (ωB97M-V/def2-TZVPD)
Ir -0.182 0.432 -0.502
O -0.960 4.756 -2.270
C -1.815 5.141 -1.381
C -2.311 6.484 -1.535
C -3.229 6.983 -0.648
C -3.671 6.179 0.401
C -3.176 4.844 0.572
C -2.261 4.311 -0.293
C -1.737 2.942 -0.121
O -0.943 2.475 -0.979
N -2.156 2.264 0.994
N -1.608 1.076 1.105
C -1.963 0.413 2.241
S -1.313 -1.133 2.481
C -1.838 -1.237 4.222
C -3.144 -0.477 4.348
S -2.993 1.073 3.406
H -0.674 3.828 -2.095
H -1.933 7.062 -2.369
H -3.609 7.990 -0.759
H -4.400 6.563 1.103
H -3.531 4.247 1.400
H -1.041 -0.806 4.826
H -1.955 -2.290 4.472
H -3.353 -0.216 5.384
H -3.991 -1.027 3.940
C -2.474 -2.940 -2.404
C -2.039 -2.045 -1.275
O -1.345 -0.858 -1.803
H -2.833 -3.885 -1.995
H -1.644 -3.153 -3.076
H -3.293 -2.497 -2.974
H -1.306 -2.526 -0.628
H -2.886 -1.705 -0.678
H -1.831 -0.497 -2.557
O 1.737 0.268 0.059
S 2.415 -0.954 0.786
C 4.077 -0.911 0.213
C 4.432 -0.242 -0.950
C 5.758 -0.297 -1.350
C 6.688 -1.003 -0.596
C 6.309 -1.657 0.568
C 4.990 -1.604 0.995
C 1.758 -2.369 -0.055
C 1.424 -3.477 0.712
C 0.979 -4.624 0.067
C 0.871 -4.644 -1.317
C 1.203 -3.522 -2.072
C 1.654 -2.373 -1.444
H 3.703 0.319 -1.517
H 6.066 0.212 -2.253
H 7.723 -1.025 -0.909
H 7.042 -2.194 1.155
H 4.689 -2.088 1.917
H 1.531 -3.456 1.791
H 0.732 -5.504 0.645
H 0.543 -5.548 -1.814
H 1.147 -3.556 -3.152
H 1.973 -1.518 -2.029
```

Results of the natural (NBO) charge analysis, in e, for atoms 1 through 4: 1.330 -0.499 0.469 -0.102

***

A molecular structure, C22H24BF4FeN2O2S6 at a distorted geometry, computed with ωB97M-V/def2-TZVPD.

Summary:
strongest force on any atom = 1.26 eV/Å
HOMO energy (spin up / spin down) = -7.4 / -7.4 eV
energy = -5190.055307 hartree
spin multiplicity = 2
LUMO (spin up / spin down) = -1.61 / -2.44 eV

```
62
C22H24BF4FeN2O2S6 (ωB97M-V/def2-TZVPD)
Fe 2.722 0.731 -0.236
S 1.228 -0.925 -0.134
C -0.254 -0.195 -0.110
N -1.389 -0.889 -0.270
C -2.644 -0.171 -0.431
C -2.727 0.906 0.615
N -1.573 1.785 0.461
C -1.746 3.160 0.964
C -1.796 3.223 2.470
C -3.023 3.087 3.119
C -3.097 3.115 4.502
C -1.939 3.286 5.249
C -0.719 3.432 4.610
C -0.643 3.398 3.224
C -0.366 1.292 0.160
S 1.002 2.232 0.109
C -1.369 -2.346 -0.300
C -1.033 -2.942 -1.650
C -0.371 -4.162 -1.709
C -0.104 -4.760 -2.931
C -0.494 -4.138 -4.109
C -1.143 -2.913 -4.057
C -1.410 -2.318 -2.833
H -3.469 -0.875 -0.352
H -2.681 0.290 -1.423
H -2.754 0.485 1.625
H -3.629 1.500 0.470
H -2.689 3.524 0.551
H -0.942 3.765 0.556
H -3.932 2.983 2.536
H -4.056 3.016 4.994
H -1.989 3.307 6.330
H 0.188 3.562 5.185
H 0.321 3.499 2.740
H -2.356 -2.682 0.025
H -0.640 -2.687 0.438
H -0.053 -4.645 -0.792
H 0.413 -5.710 -2.963
H -0.286 -4.605 -5.063
H -1.446 -2.418 -4.971
H -1.908 -1.357 -2.810
F 4.092 -0.513 -0.979
B 5.204 0.483 -1.072
F 5.889 0.279 -2.226
F 5.945 0.426 0.061
F 4.406 1.703 -1.098
C 0.471 -0.652 3.732
O 1.439 -0.256 2.764
C 2.287 0.740 3.074
S 2.293 1.461 4.555
S 3.450 1.095 1.851
H -0.172 -1.365 3.215
H -0.100 0.206 4.089
H 0.956 -1.127 4.584
C 2.230 -1.977 -4.947
O 1.720 -0.999 -4.019
C 2.282 0.179 -4.020
S 3.494 0.761 -4.980
S 1.884 1.367 -2.892
H 1.740 -2.905 -4.676
H 3.310 -2.065 -4.838
H 1.978 -1.684 -5.965
```

Results of the natural (NBO) charge analysis, in e, for atoms 1 through 4: 0.719 0.135 0.050 -0.385

***

C29H34N4O4S in the gas phase at a distorted geometry, computed with ωB97M-V/def2-TZVPD.

Summary:
strongest force on any atom = 1.09 eV/Å
HOMO energy = -8.3 eV
SMILES = Cc1ccc(C)c(NC(=O)CN(C)C(=O)c2cccc(S(=O)(=O)N3CCN(Cc4ccccc4)CC3)c2)c1
energy = -2043.690551 hartree
LUMO = 0.30 eV

```
72
C29H34N4O4S (ωB97M-V/def2-TZVPD)
C 4.039 -3.924 4.495
C 2.979 -2.965 4.050
C 3.077 -1.612 4.349
C 2.083 -0.736 3.955
C 0.968 -1.168 3.253
C -0.106 -0.192 2.868
C 0.874 -2.532 2.941
N -0.244 -2.966 2.214
C -0.509 -4.188 1.705
O 0.152 -5.195 1.838
C -1.782 -4.174 0.834
N -1.462 -3.618 -0.471
C -1.083 -4.565 -1.490
C -1.459 -2.284 -0.613
O -1.782 -1.528 0.300
C -1.008 -1.695 -1.911
C 0.322 -1.797 -2.312
C 0.773 -1.104 -3.424
C -0.089 -0.266 -4.114
C -1.399 -0.149 -3.693
S -2.476 1.070 -4.465
O -3.819 0.575 -4.426
O -1.890 1.422 -5.724
N -2.422 2.419 -3.509
C -1.174 3.131 -3.401
C -0.403 2.733 -2.142
N -1.235 2.937 -0.968
C -0.502 2.637 0.251
C 0.618 3.612 0.491
C 0.417 4.969 0.269
C 1.433 5.876 0.505
C 2.660 5.438 0.976
C 2.866 4.088 1.204
C 1.851 3.180 0.958
C -2.442 2.130 -1.056
C -3.229 2.490 -2.317
C -1.875 -0.867 -2.615
C 1.873 -3.411 3.343
H 3.923 -4.886 4.002
H 5.030 -3.531 4.277
H 3.973 -4.081 5.572
H 3.932 -1.244 4.896
H 2.172 0.314 4.200
H -0.348 -0.247 1.807
H 0.212 0.823 3.091
H -1.022 -0.389 3.428
H -0.886 -2.226 1.945
H -2.137 -5.197 0.707
H -2.559 -3.562 1.298
H -0.912 -4.058 -2.436
H -0.177 -5.097 -1.190
H -1.884 -5.296 -1.623
H 1.006 -2.411 -1.745
H 1.801 -1.200 -3.737
H 0.234 0.305 -4.970
H -0.599 2.921 -4.303
H -1.397 4.202 -3.360
H 0.485 3.362 -2.046
H -0.074 1.679 -2.218
H -1.210 2.705 1.084
H -0.104 1.607 0.235
H -0.543 5.298 -0.099
H 1.268 6.928 0.326
H 3.453 6.146 1.163
H 3.821 3.740 1.569
H 2.018 2.126 1.134
H -3.062 2.344 -0.182
H -2.200 1.054 -1.047
H -4.075 1.817 -2.460
H -3.599 3.517 -2.228
H -2.912 -0.776 -2.332
H 1.778 -4.456 3.097
```

Results of the natural (NBO) charge analysis, in e, for atoms 1 through 4: -0.626 -0.006 -0.231 -0.184

***

3 unconnected molecules or ions with the total composition C2H4NO3P at a distorted geometry, computed with ωB97M-V/def2-TZVPD.

Summary:
strongest force on any atom = 5.35 eV/Å
HOMO energy = -9.1 eV
SMILES = O=C=O.C=N.O=P
energy = -700.391705 hartree
LUMO = -1.48 eV

```
11
C2H4NO3P (ωB97M-V/def2-TZVPD)
O 2.593 2.309 0.418
C 3.135 1.400 0.009
O 3.681 0.488 -0.394
C -2.028 0.198 -0.026
N -2.771 -0.245 0.837
H -0.972 0.304 0.176
H -2.491 0.461 -0.966
H -3.843 -0.308 0.681
O 0.866 -0.368 -0.125
P 1.483 -1.726 -0.435
H 0.347 -2.513 -0.174
```

Results of the natural (NBO) charge analysis, in e, for atoms 1 through 4: -0.502 1.035 -0.534 -0.053

***

A molecular structure, C30H20BrN3O11S2Sn at a distorted geometry, computed with ωB97M-V/def2-TZVPD.

Summary:
strongest force on any atom = 2.96 eV/Å
HOMO energy = -8.2 eV
energy = -5731.835760 hartree
LUMO = -2.08 eV

```
68
C30H20BrN3O11S2Sn (ωB97M-V/def2-TZVPD)
Sn -0.184 -0.243 0.210
O -2.976 -5.688 -0.059
C -2.543 -4.443 0.148
C -1.961 -4.030 1.366
C -1.520 -2.746 1.460
N -1.640 -1.870 0.481
C -2.212 -2.251 -0.656
C -2.676 -3.510 -0.889
C -2.305 -1.129 -1.663
O -2.955 -1.341 -2.631
O -1.659 -0.033 -1.247
C -0.833 -2.177 2.692
O -0.985 -2.756 3.732
O -0.177 -1.110 2.395
H -2.814 -6.242 0.716
H -1.844 -4.693 2.211
H -3.113 -3.786 -1.835
C 2.504 -1.582 2.302
C 3.105 -0.852 1.149
N 2.389 -0.082 0.421
C 2.862 0.559 -0.766
C 4.255 0.394 -1.317
S 4.816 -1.143 0.998
C 2.094 1.783 -1.058
C 2.583 2.973 -1.451
S 1.307 4.068 -1.776
C 0.160 2.876 -1.383
N 0.727 1.727 -1.020
C -1.304 3.143 -1.439
H 1.699 -0.998 2.741
H 3.251 -1.831 3.052
H 2.071 -2.514 1.929
H 4.643 1.268 -1.824
H 3.609 3.283 -1.542
H -1.521 3.970 -2.111
H -1.665 3.398 -0.439
H -1.823 2.248 -1.767
Br 3.370 -4.545 -1.711
C 3.862 -2.714 -1.859
C 5.301 -2.502 -1.952
C 5.960 -1.476 -1.429
C 5.342 -0.376 -0.602
C 3.145 -0.320 -2.028
C 2.916 -1.785 -1.926
C 1.450 -2.153 -1.904
O 0.924 -2.621 -2.875
O 1.012 -1.858 -0.726
H 5.849 -3.278 -2.473
H 7.039 -1.453 -1.514
H 6.117 0.327 -0.307
H 2.791 0.119 -2.955
O -1.074 3.773 2.087
C -0.170 3.020 1.889
O -0.246 1.833 1.287
C 1.220 3.476 2.327
C 2.321 2.687 2.046
C 3.623 3.094 2.376
C 3.746 4.303 3.005
O 4.887 4.936 3.431
C 4.456 6.134 4.068
O 3.046 6.229 3.945
C 2.637 5.081 3.307
C 1.360 4.704 2.977
H 2.164 1.746 1.555
H 4.487 2.480 2.151
H 4.930 6.995 3.588
H 4.739 6.107 5.125
H 0.501 5.318 3.201
```

Results of the natural (NBO) charge analysis, in e, for atoms 1 through 4: 2.402 -0.626 0.396 -0.295

***

A molecular structure, C2H3BrClO3S at a distorted geometry, computed with ωB97M-V/def2-TZVPD.

Summary:
strongest force on any atom = 3.39 eV/Å
HOMO energy = -5.5 eV
energy = -3736.191771 hartree
total charge = -1
LUMO = 3.22 eV

```
11
C2H3BrClO3S (ωB97M-V/def2-TZVPD)
C -0.203 0.628 -1.183
C 0.005 0.672 0.299
O 0.667 -1.044 2.172
O -1.111 -1.896 0.702
O 1.232 -1.699 -0.085
S 0.203 -1.249 0.813
Cl 1.413 1.482 0.734
Br -1.537 1.476 1.252
H -0.384 1.677 -1.689
H -0.982 -0.177 -1.513
H 0.697 0.128 -1.502
```

Results of the natural (NBO) charge analysis, in e, for atoms 1 through 4: -0.698 -0.371 -1.016 -0.991

***

2 unconnected molecules or ions with the total composition C3H4Cl2N4 at a distorted geometry, computed with ωB97M-V/def2-TZVPD.

Summary:
strongest force on any atom = 4.76 eV/Å
HOMO energy = -9.4 eV
SMILES = [H]/N=c1/cc(Cl)[nH]nn1.Cl
energy = -1256.004499 hartree
LUMO = -0.05 eV

```
13
C3H4Cl2N4 (ωB97M-V/def2-TZVPD)
H 0.816 3.827 0.167
N 1.518 3.090 0.204
C 0.969 2.010 0.268
C 1.806 0.761 0.324
C 1.130 -0.247 -0.139
Cl 1.815 -1.966 -0.295
N -0.281 -0.201 -0.199
N -0.987 0.928 0.174
N -0.386 1.985 0.451
H 2.772 0.781 0.819
H -0.601 -0.973 -0.770
Cl -4.321 -4.262 -0.430
H -4.251 -5.732 -0.573
```

Results of the natural (NBO) charge analysis, in e, for atoms 1 through 4: 0.347 -0.594 0.317 -0.322

***

7 unconnected molecules or ions with the total composition H14O7 at a distorted geometry, computed with ωB97M-V/def2-TZVPD.

Summary:
strongest force on any atom = 5.72 eV/Å
HOMO energy = -10.4 eV
SMILES = O.O.O.O.O.O.O
energy = -535.012436 hartree
LUMO = -0.22 eV

```
21
H14O7 (ωB97M-V/def2-TZVPD)
O 1.301 -2.899 1.243
H 0.912 -3.672 0.797
H 1.013 -1.981 1.117
O 2.764 0.311 -0.525
H 3.395 -0.265 -0.733
H 2.655 0.882 -1.274
O -1.728 -0.357 -0.680
H -1.857 -1.156 -0.094
H -2.360 -0.512 -1.460
O -3.702 0.815 1.000
H -2.781 0.641 0.617
H -3.980 1.569 0.606
O 0.661 3.169 1.462
H 0.803 2.945 2.450
H 1.068 2.307 1.143
O 0.468 0.453 0.991
H 1.366 0.209 0.535
H -0.188 0.440 0.313
O 0.418 -1.206 -2.337
H 0.249 -0.712 -3.288
H -0.474 -0.985 -1.893
```

Results of the natural (NBO) charge analysis, in e, for atoms 1 through 4: -0.998 0.491 0.504 -0.928

***

A gas-phase ion, C7H9O4P (charge -2) at a distorted geometry, computed with ωB97M-V/def2-TZVPD.

Summary:
strongest force on any atom = 3.19 eV/Å
HOMO energy (spin up / spin down) = 3.2 / -0.9 eV
energy = -914.307263 hartree
spin multiplicity = 3
total charge = -2
LUMO (spin up / spin down) = 6.26 / 4.94 eV

```
21
C7H9O4P (ωB97M-V/def2-TZVPD)
C 1.893 2.779 0.136
C -2.334 -0.383 1.212
C 1.411 1.768 -0.624
C -1.516 -0.617 0.101
C -0.668 0.367 -0.581
C -1.495 -1.943 -0.586
C 0.582 0.722 0.032
O 1.798 -1.403 -1.374
O 2.869 -0.572 0.791
O -1.030 0.766 -1.736
O 0.757 -2.037 0.870
P 1.642 -1.096 0.065
H 2.413 3.580 -0.216
H 1.784 2.724 1.177
H -3.102 -0.960 1.672
H -2.512 0.605 1.795
H 1.501 1.739 -1.697
H -1.855 -1.774 -1.593
H -2.132 -2.486 0.094
H -0.609 -2.489 -0.712
H 0.605 0.709 1.173
```

Results of the natural (NBO) charge analysis, in e, for atoms 1 through 4: -0.435 -0.581 -0.140 0.051

***

CH2BF3 in the gas phase at a distorted geometry, computed with ωB97M-V/def2-TZVPD.

Summary:
strongest force on any atom = 4.17 eV/Å
HOMO energy = -11.8 eV
SMILES = BC(F)(F)F
energy = -363.690179 hartree
LUMO = -0.98 eV

```
7
CH2BF3 (ωB97M-V/def2-TZVPD)
B 0.013 0.237 -0.082
C -1.257 1.391 -0.831
F -1.434 2.436 0.045
F -0.616 1.882 -1.915
F -2.510 1.113 -1.256
H 0.501 0.703 0.946
H 0.410 -0.584 -0.750
```

Results of the natural (NBO) charge analysis, in e, for atoms 1 through 4: 0.440 0.763 -0.355 -0.343

***

A molecular structure, C7H14AlF4NO5P at a distorted geometry, computed with ωB97M-V/def2-TZVPD.

Summary:
strongest force on any atom = 10.81 eV/Å
HOMO energy = -7.4 eV
energy = -1689.447089 hartree
total charge = -1
LUMO = 1.68 eV

```
33
C7H14AlF4NO5P (ωB97M-V/def2-TZVPD)
C 2.811 -2.205 0.961
C 2.560 -0.633 0.452
O 2.655 -0.664 -1.017
C 1.399 -0.129 -1.640
C 0.147 -1.197 -1.572
O -1.186 -0.574 -1.485
C -1.863 -0.876 -0.215
P -2.382 -2.665 0.219
N -1.169 -3.687 0.543
C -3.323 -0.075 -0.064
O -2.851 1.304 -0.265
C -1.474 1.323 0.330
O -0.679 2.427 0.384
O -1.126 -0.065 0.784
H 2.628 -2.309 2.117
H 2.130 -2.980 0.404
H 3.933 -2.535 0.726
H 3.367 0.030 0.981
H 1.476 -0.286 0.781
H 1.075 0.897 -1.178
H 1.689 0.065 -2.781
H 0.396 -1.955 -0.715
H 0.164 -1.786 -2.610
H -3.172 -3.238 -0.868
H -3.199 -2.576 1.424
H -1.223 -4.056 1.521
H -4.220 -0.491 -0.691
H -3.465 -0.147 1.119
F -0.810 6.010 0.470
Al 0.980 5.817 0.471
F 1.481 4.854 -0.966
F 1.491 4.963 1.973
F 1.759 7.439 0.409
```

Results of the natural (NBO) charge analysis, in e, for atoms 1 through 4: -0.653 -0.085 -0.562 -0.105

***

- Which formula does entry 3 have?
  C22H24BF4FeN2O2S6

***

Copy entry 7 word for word.
A molecular structure, C2H3BrClO3S at a distorted geometry, computed with ωB97M-V/def2-TZVPD.

Summary:
strongest force on any atom = 3.39 eV/Å
HOMO energy = -5.5 eV
energy = -3736.191771 hartree
total charge = -1
LUMO = 3.22 eV

```
11
C2H3BrClO3S (ωB97M-V/def2-TZVPD)
C -0.203 0.628 -1.183
C 0.005 0.672 0.299
O 0.667 -1.044 2.172
O -1.111 -1.896 0.702
O 1.232 -1.699 -0.085
S 0.203 -1.249 0.813
Cl 1.413 1.482 0.734
Br -1.537 1.476 1.252
H -0.384 1.677 -1.689
H -0.982 -0.177 -1.513
H 0.697 0.128 -1.502
```

Results of the natural (NBO) charge analysis, in e, for atoms 1 through 4: -0.698 -0.371 -1.016 -0.991

***

- Look up the strongest force on any atom of the sixth one.
  2.96 eV/Å

***

- Look up the strongest force on any atom of the eleventh one.
  4.17 eV/Å